C15H23FNO16S3 as an isolated structure in a non-equilibrium geometry. Source: the Open Molecules 2025 dataset; level of theory: wB97M-V/def2-TZVPD.

total charge: -1
HOMO-LUMO gap: 7.98 eV
E_LUMO: 1.92 eV

Each line ends with the Löwdin charge.
Geometry (Å):
C  -0.52  4.21  0.45  -0.1553
C  0.20  3.97  -0.88  -0.5260
S  1.94  4.53  -0.80  0.8488
C  2.83  2.99  -0.98  -0.5879
S  2.99  2.08  0.56  0.4449
O  3.66  2.93  1.50  -0.3367
O  1.66  1.61  0.91  -0.3424
N  4.00  0.89  0.12  -0.3191
S  3.41  -0.52  -0.23  0.4617
O  2.84  -1.22  0.89  -0.3281
O  4.38  -1.26  -0.98  -0.3137
F  2.21  -0.32  -1.25  -0.1892
H  -0.34  5.23  0.78  0.0631
H  -0.11  3.55  1.20  0.0651
H  -1.59  4.04  0.34  0.0377
H  0.21  2.91  -1.13  0.0701
H  -0.28  4.53  -1.69  0.0576
H  3.85  3.20  -1.31  0.0575
H  2.35  2.32  -1.69  0.0571
C  3.12  -2.30  4.37  -0.1090
C  1.72  -1.91  3.96  -0.1054
O  0.95  -2.27  5.12  0.0617
C  1.77  -2.29  6.19  -0.5826
O  1.41  -2.40  7.32  0.1482
O  3.06  -2.17  5.80  0.0550
H  3.89  -1.65  3.97  0.1349
H  3.35  -3.34  4.13  0.1273
H  1.62  -0.84  3.78  0.1408
H  1.36  -2.44  3.08  0.1127
C  1.32  -3.87  0.11  -0.0972
C  1.07  -5.04  1.04  -0.1097
O  -0.35  -5.01  1.21  0.0599
C  -0.89  -4.37  0.15  -0.5775
O  -2.06  -4.34  -0.10  0.1523
O  0.07  -3.79  -0.60  0.0470
H  2.14  -4.02  -0.58  0.1390
H  1.48  -2.93  0.64  0.0942
H  1.34  -6.00  0.59  0.1290
H  1.56  -4.95  2.00  0.1247
C  -5.06  6.02  -1.05  -0.1203
C  -5.87  5.97  0.23  -0.1224
O  -5.59  4.66  0.72  0.0573
C  -4.40  4.26  0.20  -0.5630
O  -3.80  3.29  0.54  0.1746
O  -3.99  5.12  -0.77  0.0538
H  -4.66  7.01  -1.28  0.1303
H  -5.62  5.65  -1.91  0.1312
H  -5.53  6.70  0.97  0.1312
H  -6.94  6.08  0.08  0.1287
C  -1.23  -3.03  -3.70  -0.1062
C  -0.67  -4.32  -4.25  -0.1161
O  -1.00  -4.23  -5.64  0.0509
C  -1.17  -2.92  -5.96  -0.5800
O  -1.30  -2.51  -7.07  0.1526
O  -1.17  -2.16  -4.84  0.0645
H  -0.64  -2.62  -2.88  0.1236
H  -2.27  -3.12  -3.39  0.1359
H  0.42  -4.38  -4.16  0.1323
H  -1.12  -5.21  -3.82  0.1305